# 1
Computed, not measured: a molecular structure, C25H28GaN6O6P2, with wB97M-V/def2-TZVPD.

Calculated values
charge: +1
LUMO energy: -3.0993 eV
HOMO-LUMO gap: 7.45 eV

Structure (XYZ):
```
68
Properties=species:S:1:pos:R:3:forces:R:3:mulliken_charge:R:1
Ga -10.237182 -15.738543 7.164393 -1.1843 -1.0322 -1.3495 0.527
N -11.323421 -14.783270 11.952619 -1.3038 0.9133 -0.1968 -0.129
C -10.991515 -15.592071 10.712300 0.4933 -1.2367 1.0053 0.334
C -10.965397 -17.030732 11.182892 0.8343 -1.2984 0.4769 -1.382
P -12.234915 -15.231570 9.484775 -1.2219 0.0049 -2.2525 0.449
O -13.584658 -15.796253 10.169763 0.7225 0.1513 -0.2484 -0.617
O -12.204172 -13.740723 9.407967 -0.1140 -0.0733 -0.0505 -0.839
O -11.995102 -16.035487 8.164482 0.5870 1.3300 1.7486 -0.391
P -9.309159 -15.067172 10.086397 2.1609 1.5057 -0.5275 0.669
O -9.506123 -13.465445 10.003986 -0.6228 -0.1218 -0.2370 -0.612
O -8.197793 -15.276689 11.047541 -1.6521 -0.6286 -0.6070 -0.743
O -9.108811 -15.611899 8.621206 -0.8883 0.4594 1.7261 -0.270
H -11.809081 -13.889732 11.643972 0.6222 -0.9210 0.3788 0.421
H -10.499627 -14.534157 12.511328 0.0977 -0.1705 -0.1032 0.385
H -11.992600 -15.355179 12.527467 0.7383 0.8098 -0.4834 0.406
H -9.988034 -17.253523 11.672847 -0.7459 0.2523 0.0417 0.424
H -10.969127 -17.714943 10.336379 -0.2524 0.0252 -0.1560 0.198
H -11.812914 -17.318521 11.860272 0.6471 0.3801 -0.6629 0.474
H -14.362710 -15.680184 9.603773 0.0200 -0.0488 0.1155 0.393
H -10.343220 -13.129381 9.607409 0.3451 -0.5566 0.2674 0.417
C -11.047735 -18.872972 7.407876 0.1460 0.4315 0.8014 -0.694
N -10.490307 -17.761454 6.595158 0.8656 -0.4261 0.8670 0.273
C -9.397772 -18.096185 5.958681 0.0055 -1.6025 -2.8334 -0.120
C -8.681493 -17.139689 5.196536 -0.3100 1.8628 1.0900 -0.095
C -7.758789 -17.024364 4.126420 -0.5120 0.7037 1.7202 -1.120
C -7.412344 -15.673883 4.085401 -0.9423 0.4629 -0.7492 -0.659
C -8.262820 -14.968715 4.951631 0.9483 0.1169 0.9107 -0.311
N -8.973875 -15.838195 5.702197 1.2020 -0.6130 -1.6408 0.441
C -11.635885 -20.068308 6.693936 -0.2381 0.2791 -0.4069 0.756
C -12.204346 -21.069459 7.521440 1.5024 1.1631 0.4678 -0.656
C -12.841443 -22.122789 6.955699 -1.0543 -1.0507 -1.1047 -0.428
C -12.867005 -22.252082 5.548682 -0.3745 -0.3639 1.2174 -0.540
C -12.243398 -21.316624 4.774259 -0.5814 0.5342 -2.0455 -0.622
C -11.698404 -20.163846 5.297117 0.2380 0.7716 1.4876 -0.208
H -11.827213 -18.464543 8.087687 0.6819 -0.1334 -0.4166 0.311
H -10.189489 -19.242025 7.996041 -0.5176 0.0240 0.2769 0.405
H -9.096952 -19.171101 5.737331 -0.5965 1.1055 0.8925 0.478
H -7.438811 -17.742160 3.418493 0.3513 -0.8333 -0.1372 0.521
H -6.726052 -15.215922 3.391279 -0.0280 -0.0137 -0.0457 0.444
H -8.239175 -13.877047 5.143886 -0.1913 -0.9115 -0.0909 0.400
H -12.026140 -21.015982 8.615230 -0.4775 0.1121 -0.7412 0.319
H -13.433604 -22.829272 7.543287 0.5014 0.1231 -0.0333 0.366
H -13.461508 -23.050172 5.123335 0.2652 -0.0537 -0.1637 0.388
H -12.320627 -21.330753 3.677321 0.0077 -0.4391 0.4958 0.321
H -11.418920 -19.299618 4.663085 0.0367 -0.8624 0.4024 0.349
C -11.999025 -13.420297 3.965122 0.3882 -2.1879 0.2232 -1.062
C -11.636003 -14.470658 4.808000 0.9692 1.7050 1.0986 -0.224
N -11.014428 -14.161116 5.984782 -1.5188 -0.2184 1.2439 0.345
C -10.970165 -12.885854 6.472152 -0.2571 0.2074 -1.6113 -0.152
C -11.281814 -11.803838 5.620935 0.4238 -0.0740 -0.0705 0.463
C -11.739062 -12.140903 4.337778 -0.4889 1.0049 0.1390 -0.029
C -11.253750 -10.342667 5.957838 -0.2700 -0.1072 1.4289 -0.659
C -11.001539 -9.320524 5.106970 0.7084 0.2696 0.7837 -0.754
C -10.142875 -9.358267 3.904258 -0.5198 0.7229 -1.1723 0.890
C -10.014902 -8.225081 3.050697 -0.0849 -0.4502 -0.6410 -0.537
C -9.513685 -8.433391 1.755028 0.3910 -1.0883 1.0442 -0.239
N -9.019814 -9.637869 1.395173 -0.2361 0.8179 -0.0795 -0.553
C -9.004147 -10.544746 2.344453 -0.0671 -0.0666 0.9172 -0.124
N -9.532466 -10.488524 3.566400 -0.4081 0.2096 -0.0879 -0.376
H -12.396360 -13.743094 3.021192 -0.3247 0.4999 -0.3552 0.440
H -11.831554 -15.506949 4.557249 0.3806 0.0112 0.1526 0.529
H -10.708912 -12.754101 7.522673 0.1949 -0.0611 -0.4618 0.164
H -12.027394 -11.345315 3.659037 0.1571 -0.0127 0.1224 0.506
H -11.518331 -10.122062 7.050749 -0.0918 -0.0941 -1.8365 0.350
H -11.307756 -8.293484 5.360900 0.3166 -0.5856 0.3518 0.346
H -10.335153 -7.226347 3.308374 -0.2769 -0.0836 0.2642 0.360
H -9.458010 -7.673843 0.985247 -0.1693 0.1807 0.2142 0.400
H -8.530447 -11.479577 2.192374 0.5722 -0.7304 -0.7739 0.486
```
Forces are in eV/Å.

=====

# 2
Computed, not measured: a gas-phase ion, C8H14NO (charge +1), with wB97M-V/def2-TZVPD.

Calculated values
charge: +1
LUMO energy (spin up / spin down): -5.2144 / -5.2141 eV
HOMO-LUMO gap (spin up / spin down): 8.33 / 8.33 eV

Structure (XYZ):
```
24
Properties=species:S:1:pos:R:3:forces:R:3:mulliken_charge:R:1
C 2.188958 0.370298 1.494046 -0.0126 -0.1634 1.1697 -0.141
C 1.023712 0.680284 1.548884 0.2049 0.2617 -0.7555 -0.182
C 0.183717 1.259593 -1.050151 0.6653 -0.8432 -1.9421 -0.785
C -0.121198 -0.268796 -1.504188 -0.3180 2.6934 4.2557 0.116
C -0.289330 0.939659 1.228454 -1.4212 0.2371 -0.7198 0.734
C -1.551799 -0.236816 -1.976399 1.0104 -1.3241 1.6992 -1.225
C -1.346271 0.932486 2.343697 -3.2154 0.2688 -4.0553 -1.340
C 1.392422 -1.796501 -0.144584 2.1939 2.2125 -0.2444 -0.765
N 0.129581 -1.147136 -0.358144 -1.1876 -0.5825 -0.3439 -0.210
O -0.600424 1.521716 0.055089 -1.3212 -0.6883 2.8693 -0.278
H 3.136426 0.078925 1.854324 0.7782 0.0544 -0.1827 0.490
H 1.195172 1.466674 -0.788978 1.0260 -0.1551 -0.0460 0.396
H -0.081850 1.885648 -1.940249 -0.1011 -0.2029 1.2329 0.433
H 0.573445 -0.417326 -2.220729 2.1733 -0.8149 -2.5754 0.545
H -1.425284 -0.854159 -2.838796 -1.5229 -0.0063 -1.0171 0.393
H -1.886793 0.785692 -2.009062 -0.4708 -0.0251 -0.8654 0.349
H -2.085300 -0.737009 -1.157008 -0.5836 0.0057 -0.6789 0.291
H -1.181891 1.830255 2.865951 0.2108 0.9830 1.1992 0.375
H -1.591501 0.075386 2.937447 1.2200 -0.6464 0.4586 0.381
H -2.429794 1.052774 1.834470 2.4867 0.1612 0.7399 0.335
H 2.219274 -1.386723 -0.877818 -1.7902 -1.3727 0.9772 0.333
H 1.830704 -1.414493 0.825203 -0.3188 -0.1319 -0.3502 0.144
H 1.391241 -2.859553 0.053276 -0.2929 -0.3047 -0.7493 0.376
H -0.673216 -1.760880 -0.174737 0.5869 0.3835 -0.0756 0.236
```
Forces are in eV/Å.

=====

# 3
Computed, not measured: 2 unconnected molecules or ions with the total composition C4H11N3O, with wB97M-V/def2-TZVPD.

Calculated values
charge: 0
SMILES: [H]/N=C(/C)N.CNC=O
LUMO energy: 0.6450 eV
HOMO-LUMO gap: 9.49 eV

Structure (XYZ):
```
19
Properties=species:S:1:pos:R:3:forces:R:3:mulliken_charge:R:1
C 1.643934 1.325984 -0.548963 -0.1567 0.0797 -0.1271 -0.575
N 2.534190 0.392130 0.103501 0.1708 0.4738 0.0243 -0.140
C 2.313665 -0.926985 0.168441 0.7119 -0.0646 0.4258 -0.002
O 1.355511 -1.510676 -0.282528 -0.4784 -0.3120 -0.2258 -0.620
H 3.379099 0.769384 0.502231 -0.0289 -0.2733 0.0352 0.221
H 3.123896 -1.456806 0.701008 -0.0742 -0.0065 -0.0538 0.367
H 1.343846 2.111301 0.146183 -0.0361 -0.0177 -0.0451 0.254
H 0.760408 0.785071 -0.882586 0.0331 0.1276 0.0000 0.127
H 2.133611 1.783068 -1.410875 -0.0614 -0.0029 0.0067 0.303
C -1.544578 -0.209302 1.358662 -0.0347 -0.0739 -0.0122 -0.885
C -2.181713 -0.232012 -0.000159 0.1843 0.0445 0.0028 0.633
N -1.335639 -0.574827 -1.021199 0.1839 -0.1702 -0.3281 -0.396
N -3.392698 0.116184 -0.115511 -0.8445 0.2028 0.1795 -0.693
H -0.480444 -1.069132 -0.800788 -0.0016 0.0151 -0.0091 0.245
H -1.745707 -0.786409 -1.917403 -0.0021 0.0265 0.0963 0.190
H -3.750885 0.082573 -1.068262 0.2223 -0.0550 -0.0711 0.194
H -1.043299 -1.154846 1.554422 0.1050 -0.0561 0.0702 0.303
H -0.804765 0.587508 1.405708 0.1248 0.0499 0.0277 0.174
H -2.308432 -0.032209 2.108116 -0.0174 0.0123 0.0038 0.299
```
Forces are in eV/Å.

=====

What did the second record say?
Computed, not measured: a gas-phase ion, C8H14NO (charge +1), with wB97M-V/def2-TZVPD.

Calculated values
charge: +1
LUMO energy (spin up / spin down): -5.2144 / -5.2141 eV
HOMO-LUMO gap (spin up / spin down): 8.33 / 8.33 eV

Structure (XYZ):
```
24
Properties=species:S:1:pos:R:3:forces:R:3:mulliken_charge:R:1
C 2.188958 0.370298 1.494046 -0.0126 -0.1634 1.1697 -0.141
C 1.023712 0.680284 1.548884 0.2049 0.2617 -0.7555 -0.182
C 0.183717 1.259593 -1.050151 0.6653 -0.8432 -1.9421 -0.785
C -0.121198 -0.268796 -1.504188 -0.3180 2.6934 4.2557 0.116
C -0.289330 0.939659 1.228454 -1.4212 0.2371 -0.7198 0.734
C -1.551799 -0.236816 -1.976399 1.0104 -1.3241 1.6992 -1.225
C -1.346271 0.932486 2.343697 -3.2154 0.2688 -4.0553 -1.340
C 1.392422 -1.796501 -0.144584 2.1939 2.2125 -0.2444 -0.765
N 0.129581 -1.147136 -0.358144 -1.1876 -0.5825 -0.3439 -0.210
O -0.600424 1.521716 0.055089 -1.3212 -0.6883 2.8693 -0.278
H 3.136426 0.078925 1.854324 0.7782 0.0544 -0.1827 0.490
H 1.195172 1.466674 -0.788978 1.0260 -0.1551 -0.0460 0.396
H -0.081850 1.885648 -1.940249 -0.1011 -0.2029 1.2329 0.433
H 0.573445 -0.417326 -2.220729 2.1733 -0.8149 -2.5754 0.545
H -1.425284 -0.854159 -2.838796 -1.5229 -0.0063 -1.0171 0.393
H -1.886793 0.785692 -2.009062 -0.4708 -0.0251 -0.8654 0.349
H -2.085300 -0.737009 -1.157008 -0.5836 0.0057 -0.6789 0.291
H -1.181891 1.830255 2.865951 0.2108 0.9830 1.1992 0.375
H -1.591501 0.075386 2.937447 1.2200 -0.6464 0.4586 0.381
H -2.429794 1.052774 1.834470 2.4867 0.1612 0.7399 0.335
H 2.219274 -1.386723 -0.877818 -1.7902 -1.3727 0.9772 0.333
H 1.830704 -1.414493 0.825203 -0.3188 -0.1319 -0.3502 0.144
H 1.391241 -2.859553 0.053276 -0.2929 -0.3047 -0.7493 0.376
H -0.673216 -1.760880 -0.174737 0.5869 0.3835 -0.0756 0.236
```
Forces are in eV/Å.